No. 1
A 11-piece molecular cluster, C41H108N4O13 overall in a non-equilibrium geometry, computed with the ωB97M-V functional and the def2-TZVPD basis.

Positions of all 166 atoms, in Å:
C (-1.6725, -4.0390, 2.7462)
O (-1.6376, -2.6670, 2.3591)
C (-0.3891, -2.2706, 1.7469)
C (-0.2185, -0.7724, 1.5397)
C (-1.3932, -0.1450, 0.7325)
N (1.1461, -0.6160, 0.9860)
H (-2.6474, -4.3239, 3.1420)
H (-0.9361, -4.1550, 3.5414)
H (-1.4826, -4.7845, 1.9740)
H (0.3845, -2.5945, 2.4432)
H (-0.1919, -2.8763, 0.8624)
H (-0.1911, -0.2626, 2.5028)
H (-2.3656, -0.2434, 1.2151)
H (-1.4275, -0.6961, -0.2073)
H (-1.3396, 0.9206, 0.5097)
H (1.3784, 0.3641, 1.0598)
H (1.2111, -0.7552, -0.0122)
C (-3.7416, 6.8479, 2.5489)
O (-2.9399, 5.6689, 2.5186)
C (-1.6012, 5.7092, 2.9057)
C (-0.7859, 4.4967, 2.4359)
C (-0.9965, 3.1952, 3.2807)
N (0.6243, 4.7462, 2.7015)
H (-3.8895, 7.2186, 3.5631)
H (-4.7513, 6.6041, 2.2186)
H (-3.3736, 7.6209, 1.8742)
H (-1.0473, 6.5270, 2.4448)
H (-1.4634, 5.9019, 3.9696)
H (-0.9827, 4.4048, 1.3677)
H (-1.9080, 2.6978, 2.9491)
H (-1.0678, 3.4292, 4.3429)
H (-0.2281, 2.4235, 3.2338)
H (0.7830, 4.5470, 3.6789)
H (0.7828, 5.7436, 2.6904)
C (1.4491, 2.2418, -1.6987)
O (0.2023, 1.5578, -1.9364)
C (-0.8926, 2.4837, -2.0004)
C (-2.0645, 1.8655, -2.7600)
N (-1.8456, 1.7251, -4.2065)
C (-2.9338, 0.9938, -4.8544)
C (-2.6533, 0.6794, -6.3001)
O (-2.4822, 1.9280, -7.0285)
C (-2.0900, 1.7374, -8.3735)
H (2.2378, 1.4895, -1.6840)
H (1.4523, 2.8207, -0.7751)
H (1.7201, 2.9371, -2.4932)
H (-0.5927, 3.4532, -2.3981)
H (-1.1719, 2.6639, -0.9623)
H (-2.9294, 2.4547, -2.4552)
H (-2.2294, 0.8696, -2.3487)
H (-0.9661, 1.2440, -4.3300)
H (-3.8916, 1.4942, -4.7122)
H (-2.9902, 0.0089, -4.3909)
H (-3.5130, 0.2172, -6.7853)
H (-1.8245, -0.0198, -6.4112)
H (-2.6870, 1.0180, -8.9339)
H (-1.0667, 1.3652, -8.3227)
H (-2.2773, 2.7302, -8.7826)
C (4.4755, -1.4505, -0.8414)
O (4.7296, -0.8087, -2.0782)
C (5.1655, 0.5355, -1.9695)
C (5.1378, 1.2946, -3.3589)
N (6.1354, 0.7953, -4.2767)
C (6.0794, 1.3927, -5.6251)
C (6.6917, 2.8861, -5.7056)
O (8.0369, 2.9507, -5.3308)
C (8.8702, 1.7897, -5.5790)
H (3.4524, -1.2695, -0.5117)
H (5.2164, -1.2909, -0.0580)
H (4.4106, -2.5304, -0.9739)
H (6.1460, 0.6964, -1.5214)
H (4.5098, 1.0588, -1.2735)
H (5.3198, 2.3337, -3.0845)
H (4.1453, 1.2141, -3.8023)
H (6.0868, -0.2131, -4.3078)
H (5.0806, 1.4301, -6.0599)
H (6.7066, 0.8421, -6.3263)
H (6.2058, 3.4999, -4.9472)
H (6.5882, 3.3580, -6.6827)
H (8.7368, 1.4704, -6.6126)
H (8.6482, 0.9865, -4.8764)
H (9.9172, 2.0813, -5.4953)
C (4.2557, -2.4036, 5.0058)
C (2.9898, -1.8251, 4.2873)
C (3.0788, -0.2909, 4.3451)
O (3.1132, -2.1125, 2.9227)
H (5.2041, -1.9319, 4.7488)
H (4.2842, -3.4491, 4.6988)
H (3.9863, -2.2831, 6.0551)
H (2.0423, -2.1708, 4.7006)
H (2.8105, 0.0688, 5.3384)
H (2.3785, 0.1949, 3.6657)
H (4.0612, 0.1412, 4.1543)
H (2.4267, -1.6476, 2.4388)
C (-4.0655, -2.9212, -0.1539)
C (-3.7061, -2.9490, -1.6126)
C (-2.2105, -3.2752, -1.8056)
O (-4.4605, -3.9269, -2.2388)
H (-3.5025, -2.1821, 0.4160)
H (-3.9639, -3.9043, 0.3058)
H (-5.1074, -2.6528, 0.0208)
H (-3.9574, -1.9987, -2.0835)
H (-1.8799, -3.1781, -2.8397)
H (-2.1066, -4.3420, -1.6075)
H (-1.5291, -2.7642, -1.1253)
H (-4.3035, -4.7585, -1.7856)
C (-5.0423, 2.4532, 1.8754)
C (-4.5890, 2.2024, 0.4181)
C (-4.9855, 0.7471, 0.0763)
O (-5.1900, 3.0217, -0.5182)
H (-4.5703, 1.7533, 2.5649)
H (-6.1198, 2.3395, 1.9949)
H (-4.7564, 3.4500, 2.2113)
H (-3.5060, 2.3127, 0.3625)
H (-6.0714, 0.6722, 0.0188)
H (-4.6370, 0.0992, 0.8805)
H (-4.6248, 0.2798, -0.8400)
H (-4.7816, 3.8770, -0.3661)
C (1.4177, -0.2710, -4.6154)
C (0.6382, -1.3200, -3.7252)
C (1.4957, -1.9532, -2.6592)
O (-0.4103, -0.7725, -3.0294)
H (0.8021, 0.1562, -5.4070)
H (2.3097, -0.6599, -5.1064)
H (1.6784, 0.6181, -4.0413)
H (0.2402, -2.1414, -4.3210)
H (0.9464, -2.5280, -1.9136)
H (1.8704, -1.1365, -2.0421)
H (2.3121, -2.5548, -3.0588)
H (-0.1012, -0.1089, -2.4083)
C (4.1007, 1.6140, 1.6677)
C (3.2936, 2.7753, 2.0760)
C (3.8690, 4.0764, 1.5299)
O (1.9499, 2.4982, 1.7396)
H (3.5423, 0.6801, 1.7320)
H (4.9238, 1.4214, 2.3559)
H (4.4824, 1.7596, 0.6572)
H (3.2560, 2.8465, 3.1630)
H (4.9495, 4.0888, 1.6728)
H (3.3870, 4.8689, 2.1023)
H (3.5467, 4.2233, 0.4991)
H (1.3842, 3.2289, 1.9995)
C (-4.3221, -2.0305, 5.0548)
C (-3.7455, -0.8143, 4.3130)
C (-4.1024, 0.5290, 5.0123)
O (-2.3919, -0.8884, 4.2497)
H (-4.1366, -2.9306, 4.4687)
H (-5.3799, -1.9177, 5.2922)
H (-3.8169, -2.2062, 6.0045)
H (-4.1557, -0.7357, 3.3062)
H (-3.6298, 1.3555, 4.4816)
H (-3.7014, 0.4896, 6.0251)
H (-5.1667, 0.7527, 5.0861)
H (-2.0874, -1.6420, 3.7389)
C (-2.5752, -9.2195, 2.2808)
C (-1.5887, -8.2558, 2.9252)
C (-2.2891, -7.1936, 3.8576)
O (-0.6462, -8.9534, 3.7721)
H (-2.1406, -9.7965, 1.4646)
H (-3.4507, -8.7531, 1.8292)
H (-2.9909, -9.9033, 3.0209)
H (-1.0493, -7.6607, 2.1884)
H (-2.7255, -7.6888, 4.7251)
H (-3.1531, -6.7023, 3.4101)
H (-1.5837, -6.4379, 4.2031)
H (-0.1127, -8.3288, 4.2690)

Cartesian forces (eV/Å) of the 3 atoms listed first:
C 0.281 0.240 0.460
O -0.248 -0.092 -0.933
C -0.006 -0.868 1.259

Its structure (SMILES) is COC[C@H](C)N.COC[C@H](C)N.COCCNCCOC.COCCNCCOC.CC(C)O.CC(C)O.CC(C)O.CC(C)O.CC(C)O.CC(C)O.CC(C)O. Its net charge is 0. Its orbital gap is 8.834 eV. The calculation puts the energy above the lowest of the compared OMol25 structures with the same formula, charge and spin at 1.0958 eV.

=====

No. 2
C41H114MgN12O17 as an isolated structure in a non-equilibrium geometry, computed with the ωB97M-V functional and the def2-TZVPD basis.

Positions of all 185 atoms, in Å:
Mg (-0.4191, -0.8442, -0.4654)
N (1.1365, 0.8536, 1.6259)
O (2.1290, 0.6818, 2.3608)
O (0.7140, -0.0338, 0.8948)
O (0.6042, 1.9474, 1.5064)
N (-2.7344, -2.1058, 1.2213)
O (-3.7707, -1.5895, 0.8977)
O (-1.6514, -1.5803, 0.8636)
O (-2.6949, -3.1500, 1.8993)
C (-3.8192, 3.8821, 3.1632)
C (-2.4399, 3.6642, 2.4618)
C (-1.2142, 4.2344, 3.2473)
O (-1.3581, 5.6152, 3.3117)
C (-0.1671, 6.2880, 3.7354)
N (-2.3493, 2.2531, 2.2694)
H (-4.6729, 3.3606, 2.7303)
H (-4.0359, 4.9483, 3.2302)
H (-3.7721, 3.4842, 4.1769)
H (-2.4610, 4.0629, 1.4475)
H (-0.2435, 3.9572, 2.8362)
H (-1.2035, 3.8279, 4.2586)
H (-0.2753, 7.3609, 3.5767)
H (0.6486, 5.9787, 3.0819)
H (0.1363, 6.0777, 4.7609)
H (-2.4745, 1.8378, 3.1815)
H (-1.3777, 2.0880, 2.0485)
C (1.9028, 5.2763, -0.1752)
C (3.0411, 4.5588, 0.4674)
C (3.2170, 4.9078, 2.0047)
O (4.4654, 4.4486, 2.5630)
C (5.5761, 5.3042, 2.3001)
N (2.8866, 3.1462, 0.2413)
H (2.0326, 5.2690, -1.2574)
H (1.8986, 6.3486, 0.0204)
H (0.9141, 4.8989, 0.0856)
H (3.9277, 4.9181, -0.0551)
H (2.4059, 4.4434, 2.5655)
H (2.9985, 5.9603, 2.1854)
H (6.4565, 4.9930, 2.8623)
H (5.2499, 6.3391, 2.4032)
H (5.7950, 5.1650, 1.2414)
H (2.0413, 2.7505, 0.6275)
H (3.6066, 2.6596, 0.7560)
C (-1.3021, 3.2326, -1.3276)
C (-1.0803, 1.7800, -1.6467)
C (0.3427, 1.4533, -2.0650)
O (0.5790, 0.0310, -2.0350)
C (1.8996, -0.2591, -2.3172)
N (-1.3626, 1.0001, -0.4562)
H (-2.3643, 3.4732, -1.2844)
H (-0.9071, 3.8275, -2.1512)
H (-0.7113, 3.4503, -0.4379)
H (-1.7910, 1.4992, -2.4240)
H (0.9726, 1.8759, -1.2823)
H (0.5367, 1.8864, -3.0463)
H (2.1627, -1.3116, -2.4227)
H (2.6238, 0.2585, -1.6881)
H (2.1138, 0.1874, -3.2883)
H (-0.9202, 1.5655, 0.2542)
H (-2.3419, 1.1890, -0.2965)
C (0.3392, -4.6509, -1.8081)
C (-0.0013, -3.1819, -1.8073)
C (-1.5017, -2.9708, -1.9557)
O (-1.6556, -1.5261, -1.8470)
C (-2.9446, -1.2620, -2.3464)
N (0.5103, -2.5432, -0.6065)
H (1.4165, -4.8002, -1.7356)
H (0.1554, -5.1730, -2.7472)
H (-0.1404, -5.3308, -1.1039)
H (0.4437, -2.6973, -2.6763)
H (-2.1043, -3.4755, -1.2005)
H (-1.6677, -3.2746, -2.9893)
H (-3.7154, -1.9280, -1.9586)
H (-2.9353, -1.2910, -3.4360)
H (-3.1371, -0.2163, -2.1064)
H (0.3405, -3.1626, 0.1730)
H (1.5199, -2.5703, -0.5978)
C (-5.5624, 3.4726, -0.1341)
C (-5.7246, 2.0156, 0.4125)
C (-6.6162, 1.1565, -0.5197)
O (-7.9333, 1.6172, -0.5574)
C (-8.7024, 1.1025, 0.5419)
N (-4.3641, 1.4927, 0.4244)
H (-5.1766, 3.5045, -1.1530)
H (-4.9191, 4.0884, 0.4945)
H (-6.5362, 3.9595, -0.0817)
H (-6.1278, 1.9756, 1.4244)
H (-6.5277, 0.1091, -0.2310)
H (-6.2417, 1.1113, -1.5424)
H (-8.7541, 0.0186, 0.6444)
H (-9.7050, 1.5294, 0.5159)
H (-8.2773, 1.4531, 1.4823)
H (-3.8190, 1.9280, 1.1548)
H (-4.4313, 0.5531, 0.7887)
C (1.0395, -1.5336, -7.6320)
C (0.5036, -2.8799, -7.1428)
C (0.1546, -2.9459, -5.6273)
O (1.2572, -2.3664, -4.7655)
C (2.4779, -3.0707, -4.7633)
N (-0.6014, -3.2574, -7.9904)
H (1.3181, -1.5133, -8.6856)
H (1.7834, -1.1161, -6.9535)
H (0.2625, -0.7693, -7.6178)
H (1.3016, -3.6108, -7.2738)
H (0.1102, -3.9822, -5.2925)
H (-0.8369, -2.5544, -5.3995)
H (3.1635, -2.4856, -4.1505)
H (2.8712, -3.3091, -5.7515)
H (2.4288, -4.0401, -4.2673)
H (-1.2350, -2.4731, -8.0502)
H (-0.3278, -3.3665, -8.9565)
C (4.5591, -4.6034, -1.4344)
C (3.7520, -4.3499, -0.1344)
C (4.5332, -4.7075, 1.0890)
O (4.7223, -6.0621, 0.9509)
C (5.3543, -6.6438, 2.1127)
N (3.3575, -2.9466, -0.1341)
H (4.1620, -4.2407, -2.3824)
H (4.5627, -5.6669, -1.6733)
H (5.5815, -4.2255, -1.4284)
H (2.8271, -4.9263, -0.1135)
H (3.8456, -4.4514, 1.8950)
H (5.4149, -4.0736, 1.1835)
H (6.3221, -6.1694, 2.2753)
H (5.5091, -7.6862, 1.8345)
H (4.7460, -6.5448, 3.0117)
H (4.0346, -2.4576, -0.7020)
H (3.4425, -2.5708, 0.7995)
C (3.4695, -2.8234, 4.5538)
C (4.4895, -1.9499, 3.8326)
C (5.8560, -2.6891, 3.6280)
O (6.5001, -2.8475, 4.8926)
C (7.9002, -2.9857, 4.7771)
N (3.9137, -1.6541, 2.5166)
H (3.2950, -3.7711, 4.0443)
H (2.4687, -2.4017, 4.6465)
H (3.8483, -2.9540, 5.5676)
H (4.7086, -1.1000, 4.4789)
H (6.4456, -2.2291, 2.8349)
H (5.7109, -3.7060, 3.2634)
H (8.2474, -3.6749, 4.0074)
H (8.3144, -3.3911, 5.7003)
H (8.3194, -1.9960, 4.5956)
H (4.5979, -1.0481, 2.0867)
H (3.1614, -0.9853, 2.5996)
C (-1.5613, 0.6278, -5.4406)
C (-2.4787, 1.4331, -6.3789)
C (-2.8693, 2.8337, -5.8340)
O (-3.5018, 2.6461, -4.6110)
C (-3.7800, 3.8996, -3.9818)
N (-1.7191, 1.5370, -7.6336)
H (-2.1953, 0.3933, -4.5855)
H (-0.6159, 1.1273, -5.2287)
H (-1.3035, -0.2765, -5.9918)
H (-3.3745, 0.8279, -6.5185)
H (-3.5516, 3.2271, -6.5875)
H (-2.0022, 3.4942, -5.8203)
H (-2.8708, 4.4319, -3.7020)
H (-4.2988, 3.6515, -3.0559)
H (-4.4835, 4.4965, -4.5623)
H (-0.8288, 2.0127, -7.6007)
H (-1.5287, 0.6148, -7.9988)
C (-0.3580, -0.1791, 4.5941)
C (-1.3878, 0.4134, 5.5401)
C (-2.7814, -0.1117, 5.3265)
O (-3.3345, 0.4641, 4.1425)
C (-4.7310, 0.1752, 3.9519)
N (-0.8642, 0.1692, 6.9031)
H (0.6511, 0.2046, 4.7443)
H (-0.7624, -0.0602, 3.5888)
H (-0.2554, -1.2550, 4.7352)
H (-1.4219, 1.4848, 5.3426)
H (-3.3487, 0.2920, 6.1652)
H (-2.8119, -1.1952, 5.2117)
H (-5.3806, 0.4656, 4.7775)
H (-4.8201, -0.9111, 3.9399)
H (-5.2638, 0.5786, 3.0908)
H (-1.4447, 0.7013, 7.5355)
H (0.0884, 0.5043, 6.8878)
C (0.8479, -3.9002, 2.8182)
O (-0.0811, -4.3093, 1.8377)
H (0.2303, -3.9386, 3.7156)
H (1.6554, -4.6149, 2.9773)
H (1.2302, -2.8898, 2.6729)
H (-0.9390, -3.9188, 2.0197)

Cartesian forces (eV/Å) of the 3 atoms listed first:
Mg -1.009 1.369 0.764
N 1.813 0.057 0.391
O -1.061 0.122 -0.378

Its net charge is 0. Its orbital gap is 9.019 eV.

=====

No. 3
C41H26BBrF6I2NO3P2Ru as an isolated structure in a non-equilibrium geometry, computed with the ωB97M-V functional and the def2-TZVPD basis.

Positions of all 84 atoms, in Å:
Ru (-0.4391, -0.2810, -0.0125)
O (2.3189, -2.6115, -2.9912)
C (1.5471, -1.7543, -2.6240)
O (0.8445, -1.7905, -1.5472)
C (1.3148, -0.4592, -3.4155)
P (-0.1007, 0.3317, -2.5285)
C (-0.2999, 1.9210, -3.4058)
C (0.7531, 2.5014, -4.1087)
C (0.5632, 3.6834, -4.8040)
C (-0.6685, 4.3137, -4.7889)
C (-1.7140, 3.7593, -4.0686)
C (-1.5295, 2.5782, -3.3764)
C (-1.5236, -0.6411, -3.1365)
C (-1.9705, -1.7477, -2.4183)
C (-3.0841, -2.4531, -2.8340)
C (-3.7684, -2.0640, -3.9731)
C (-3.3085, -0.9888, -4.7144)
C (-2.1912, -0.2833, -4.3056)
H (1.0975, -0.6431, -4.4723)
H (2.2276, 0.1383, -3.3436)
H (1.7222, 2.0258, -4.1348)
H (1.3831, 4.1051, -5.3654)
H (-0.8109, 5.2335, -5.3371)
H (-2.6792, 4.2408, -4.0523)
H (-2.3547, 2.1395, -2.8394)
H (-1.4279, -2.0852, -1.5388)
H (-3.4189, -3.3003, -2.2554)
H (-4.6542, -2.5972, -4.2808)
H (-3.8295, -0.6872, -5.6109)
H (-1.8457, 0.5544, -4.8951)
I (-4.8521, 1.7447, -1.3806)
C (-3.4822, 2.6582, -0.0873)
C (-3.7887, 3.7583, 0.6661)
C (-2.8483, 4.2599, 1.5649)
I (-3.4251, 5.9528, 2.6750)
C (-1.5921, 3.6442, 1.7723)
C (-0.6350, 4.0574, 2.7076)
C (0.5385, 3.3087, 2.8529)
C (0.7425, 2.2025, 2.0710)
N (-0.1374, 1.7990, 1.1291)
C (-1.2956, 2.4922, 0.9908)
C (-2.2261, 2.0027, 0.0278)
O (-1.9677, 0.9739, -0.7165)
H (-4.7535, 4.2327, 0.5768)
H (-0.8111, 4.9231, 3.3247)
H (1.2800, 3.5929, 3.5817)
H (1.6296, 1.5920, 2.1894)
F (3.1029, -2.1140, 6.4215)
C (2.5720, -2.1564, 5.1967)
C (3.1128, -2.9746, 4.1989)
F (4.1533, -3.7678, 4.4787)
C (2.5683, -2.9556, 2.9273)
F (3.0923, -3.7914, 2.0247)
C (1.4882, -2.1435, 2.5630)
P (1.0803, -2.0135, 0.7432)
C (2.7552, -1.5465, 0.1710)
C (3.7566, -2.4059, -0.2583)
C (4.9388, -1.8843, -0.7552)
C (5.1345, -0.5150, -0.8325)
C (4.1273, 0.3468, -0.4249)
C (2.9412, -0.1684, 0.0588)
C (0.6844, -3.7658, 0.4626)
C (-0.1793, -4.3478, 1.3900)
C (-0.6180, -5.6444, 1.2098)
C (-0.1950, -6.3754, 0.1107)
C (0.6806, -5.8061, -0.7987)
C (1.1138, -4.5016, -0.6374)
C (0.9094, -1.4067, 3.6086)
Br (-0.7284, -0.4637, 3.4189)
C (1.4434, -1.4072, 4.8907)
F (0.8666, -0.6766, 5.8480)
H (3.6243, -3.4734, -0.2197)
H (5.7100, -2.5568, -1.0950)
H (6.0586, -0.1193, -1.2291)
H (4.2652, 1.4175, -0.4945)
H (2.1204, 0.4983, 0.3307)
H (-0.5137, -3.7778, 2.2481)
H (-1.2925, -6.0875, 1.9262)
H (-0.5495, -7.3863, -0.0358)
H (1.0261, -6.3755, -1.6480)
H (1.7592, -4.0657, -1.3836)
F (-3.0991, -0.2712, 1.3515)
B (-2.1852, -1.0401, 0.7783)
F (-2.5617, -2.3090, 0.7219)

Cartesian forces (eV/Å) of the 3 atoms listed first:
Ru 0.714 0.849 -0.251
O 0.404 -0.314 -0.198
C -0.226 0.542 -0.523

As for the spin multiplicity: 2. Its net charge is 0. Its orbital gap (spin up / spin down) is 6.362 / 6.122 eV. The calculation puts the energy above the lowest of the compared OMol25 structures with the same formula, charge and spin at 3.7242 eV.